(1)
Formula: C27H60ClN3
Source: the OMol25 dataset
Level of theory: the ωB97M-V functional and the def2-TZVPD basis

Element x y z (Å)
C 9.18 -25.40 -28.78
C 8.47 -24.92 -27.53
C 7.01 -24.68 -27.86
N 6.06 -24.26 -26.75
C 6.11 -25.22 -25.60
C 5.56 -26.59 -25.97
C 4.20 -26.56 -26.65
C 4.11 -25.52 -27.77
C 4.67 -24.17 -27.33
C 6.50 -22.94 -26.25
H 8.86 -24.81 -29.64
H 8.97 -26.46 -28.97
H 10.26 -25.33 -28.69
H 8.95 -24.00 -27.19
H 8.65 -25.59 -26.69
H 6.59 -25.55 -28.36
H 6.93 -23.87 -28.58
H 7.15 -25.32 -25.30
H 5.51 -24.80 -24.79
H 6.29 -27.09 -26.62
H 5.52 -27.24 -25.10
H 3.97 -27.52 -27.11
H 3.42 -26.39 -25.90
H 4.50 -25.86 -28.73
H 3.05 -25.30 -27.90
H 4.79 -23.53 -28.21
H 4.02 -23.70 -26.60
H 6.28 -22.11 -26.93
H 7.56 -22.98 -26.04
H 5.99 -22.66 -25.33
C 1.06 -21.02 -20.70
C 1.60 -22.00 -21.74
C 0.82 -23.32 -21.76
N 0.90 -24.03 -23.11
C 0.27 -25.39 -22.97
C -1.21 -25.35 -22.67
C -1.94 -24.48 -23.71
C -1.24 -23.13 -23.95
C 0.22 -23.31 -24.26
C 2.32 -24.22 -23.46
H 0.00 -20.84 -20.91
H 1.48 -20.04 -20.89
H 1.16 -21.40 -19.69
H 2.62 -22.27 -21.44
H 1.70 -21.53 -22.72
H -0.23 -23.13 -21.58
H 1.25 -24.06 -21.09
H 0.90 -25.96 -22.28
H 0.44 -25.87 -23.94
H -1.40 -25.03 -21.64
H -1.58 -26.37 -22.70
H -2.97 -24.27 -23.44
H -1.90 -25.10 -24.61
H -1.34 -22.47 -23.09
H -1.76 -22.69 -24.80
H 0.76 -22.39 -24.48
H 0.38 -23.98 -25.10
H 2.40 -24.69 -24.44
H 2.80 -24.88 -22.75
H 2.81 -23.25 -23.55
C -0.48 -14.90 -28.78
C -0.48 -16.36 -28.25
C 0.29 -16.46 -26.93
N 0.27 -17.80 -26.26
C 1.05 -17.65 -24.96
C 0.97 -18.87 -24.07
C -0.48 -19.15 -23.70
C -1.25 -19.39 -24.99
C -1.14 -18.20 -25.91
C 0.92 -18.84 -27.11
H -1.10 -14.90 -29.67
H 0.53 -14.57 -29.00
H -0.95 -14.21 -28.07
H 0.04 -16.95 -29.01
H -1.50 -16.72 -28.24
H -0.17 -15.76 -26.24
H 1.33 -16.26 -27.15
H 0.57 -16.80 -24.46
H 2.08 -17.46 -25.25
H 1.56 -18.65 -23.18
H 1.38 -19.74 -24.57
H -0.92 -18.38 -23.06
H -0.64 -20.01 -23.03
H -2.30 -19.63 -24.84
H -0.83 -20.29 -25.45
H -1.54 -17.32 -25.38
H -1.74 -18.24 -26.81
H 1.94 -18.53 -27.32
H 0.32 -18.95 -28.01
H 0.91 -19.80 -26.60
Cl 3.33 -21.29 -25.55

- Total charge: +2
- Kohn-Sham gap: 9.0 eV
- Spin multiplicity: 1
- Relative energy (zero: lowest compared OMol25 entry of this formula, charge and spin): 0.0 kJ/mol



(2)
Formula: C27H60F9Na4O21S3
Source: the OMol25 dataset
Level of theory: the ωB97M-V functional and the def2-TZVPD basis

Element x y z (Å)
Na 0.62 -1.13 3.94
Na 3.55 2.83 3.78
Na 4.38 -3.38 1.74
Na -0.86 3.50 1.00
C 1.78 -4.55 -1.69
F 2.69 -4.97 -2.57
F 1.52 -3.26 -1.93
F 0.68 -5.25 -1.89
S 2.41 -4.83 0.03
O 1.72 -6.01 0.45
O 3.85 -5.00 -0.10
O 2.11 -3.61 0.79
C -0.63 3.34 5.82
F -0.10 2.84 6.93
F -1.96 3.16 5.85
F -0.37 4.64 5.74
S 0.04 2.49 4.35
O 1.34 3.13 4.15
O 0.01 1.10 4.72
O -0.84 2.85 3.26
C 2.38 -0.13 -0.04
F 3.18 -0.95 0.68
F 3.21 0.58 -0.81
F 1.56 -0.84 -0.77
S 1.45 0.93 1.15
O 2.47 1.72 1.82
O 0.49 1.65 0.35
O 0.79 0.00 2.04
C 6.04 -6.34 1.95
O 6.31 -4.94 1.92
C 7.45 -4.63 1.14
C 7.56 -3.15 0.95
O 6.36 -2.73 0.32
C 6.31 -1.38 -0.04
H 6.90 -6.90 2.33
H 5.85 -6.68 0.93
H 5.18 -6.50 2.58
H 7.41 -5.15 0.17
H 8.35 -5.03 1.62
H 8.48 -2.82 0.47
H 7.54 -2.69 1.96
H 5.53 -1.27 -0.80
H 7.25 -1.03 -0.47
H 6.05 -0.72 0.81
C 3.44 7.24 -3.88
O 3.40 6.24 -4.88
C 2.25 5.41 -4.82
C 2.15 4.64 -3.52
O 1.37 3.48 -3.78
C 1.10 2.77 -2.61
H 2.74 8.06 -4.11
H 4.44 7.69 -3.92
H 3.28 6.85 -2.88
H 2.35 4.73 -5.67
H 1.38 6.06 -4.97
H 1.62 5.25 -2.77
H 3.13 4.36 -3.13
H 0.48 3.35 -1.92
H 2.02 2.49 -2.07
H 0.63 1.82 -2.85
C -1.30 -1.90 -0.66
O -2.66 -2.23 -0.45
C -3.50 -1.88 -1.53
C -4.56 -2.93 -1.73
O -5.53 -2.97 -0.71
C -5.17 -3.73 0.43
H -1.19 -0.85 -0.94
H -0.87 -2.54 -1.44
H -0.75 -2.12 0.25
H -2.95 -1.74 -2.47
H -4.02 -0.93 -1.35
H -4.15 -3.91 -2.00
H -5.14 -2.61 -2.62
H -4.56 -3.15 1.12
H -4.61 -4.63 0.14
H -6.07 -4.07 0.94
C -2.83 0.83 1.13
O -2.93 2.05 0.42
C -2.90 1.83 -0.98
C -2.98 3.19 -1.63
O -1.90 4.00 -1.18
C -1.87 5.24 -1.87
H -2.98 1.04 2.19
H -1.85 0.35 0.97
H -3.60 0.11 0.83
H -3.72 1.21 -1.33
H -1.93 1.38 -1.25
H -3.93 3.65 -1.31
H -3.03 3.12 -2.72
H -1.04 5.82 -1.47
H -2.80 5.79 -1.75
H -1.60 5.08 -2.92
C 0.06 -1.00 -4.25
O -1.32 -0.78 -4.45
C -1.61 0.54 -4.82
C -3.09 0.63 -5.09
O -3.77 0.44 -3.87
C -5.17 0.36 -3.99
H 0.44 -0.49 -3.36
H 0.64 -0.65 -5.11
H 0.22 -2.07 -4.16
H -1.04 0.83 -5.71
H -1.35 1.23 -4.00
H -3.40 -0.13 -5.81
H -3.36 1.62 -5.50
H -5.56 -0.02 -3.04
H -5.48 -0.31 -4.80
H -5.63 1.34 -4.18
C -2.09 -1.97 3.04
O -1.81 -1.19 4.19
C -2.72 -1.44 5.24
C -2.49 -0.44 6.35
O -3.64 -0.44 7.16
C -3.52 0.48 8.20
H -2.11 -3.05 3.22
H -1.31 -1.74 2.30
H -3.07 -1.73 2.60
H -2.55 -2.47 5.62
H -3.76 -1.42 4.91
H -2.33 0.55 5.90
H -1.59 -0.67 6.93
H -2.71 0.21 8.89
H -4.42 0.43 8.81
H -3.35 1.50 7.83

- Total charge: +1
- Kohn-Sham gap: 7.2 eV
- Spin multiplicity: 1



(3)
Formula: C27H61CrF12N4O14S2
Source: the OMol25 dataset
Level of theory: the ωB97M-V functional and the def2-TZVPD basis

Element x y z (Å)
Cr 0.25 2.07 -1.80
C 1.45 1.59 1.19
O 2.05 2.85 1.48
O 1.32 1.50 -0.16
C 2.35 0.49 1.79
F 2.31 0.59 3.13
F 1.86 -0.71 1.44
F 3.65 0.55 1.50
C 1.22 3.83 2.05
C 2.01 5.16 2.10
H 2.22 5.55 1.11
H 1.46 5.97 2.57
H 2.91 5.01 2.71
H 1.09 3.53 3.09
H 0.31 4.02 1.48
H 0.49 1.52 1.72
C -1.95 4.39 -1.13
O -2.53 3.80 -2.30
O -0.74 3.76 -1.00
C -1.98 5.95 -1.20
F -0.96 6.50 -0.52
F -1.79 6.33 -2.47
F -3.07 6.49 -0.67
C -3.94 3.90 -2.44
C -4.27 3.01 -3.66
H -4.33 1.97 -3.34
H -5.24 3.31 -4.05
H -3.62 2.97 -4.53
H -4.19 4.97 -2.52
H -4.65 3.58 -1.67
H -2.61 4.03 -0.33
C -0.38 -1.78 -3.22
F -0.94 -2.79 -3.85
F 0.04 -2.11 -2.03
F 0.60 -1.36 -4.00
S -1.70 -0.39 -3.10
O -1.58 0.22 -4.40
O -2.94 -1.07 -2.89
N -1.05 0.63 -1.77
S -2.05 0.40 -0.49
O -1.56 1.34 0.51
O -3.46 0.57 -0.76
C -1.84 -1.31 0.38
F -2.60 -1.18 1.44
F -2.25 -2.30 -0.39
F -0.57 -1.46 0.70
C -7.46 1.38 -3.79
C -8.96 1.10 -3.55
O -9.31 -0.25 -3.76
H -7.41 2.47 -3.65
H -7.21 1.24 -4.84
H -6.77 0.88 -3.12
H -9.45 1.82 -4.22
H -9.32 1.40 -2.56
H -10.16 -0.25 -4.20
C -1.02 8.64 -4.64
C -0.69 9.47 -5.87
O 0.29 8.75 -6.64
H -1.94 8.99 -4.17
H -0.29 8.40 -3.87
H -1.25 7.63 -4.99
H -0.32 10.47 -5.63
H -1.63 9.69 -6.39
H -0.06 8.78 -7.53
C 0.89 9.35 1.47
C -0.61 9.36 1.48
C -1.29 8.58 2.60
O -0.92 9.10 3.85
C -1.33 8.31 4.93
N -1.08 10.75 1.32
H 1.22 8.42 1.95
H 1.40 10.11 2.07
H 1.34 9.40 0.48
H -1.03 8.92 0.57
H -1.05 7.51 2.50
H -2.37 8.71 2.47
H -1.16 8.79 5.89
H -0.83 7.35 5.01
H -2.42 8.14 4.92
H -2.09 10.87 1.25
H -1.02 11.10 2.28
C -0.14 4.14 -5.71
C 0.40 3.43 -4.48
C 1.09 4.37 -3.53
O 1.68 3.60 -2.47
C 2.63 4.48 -1.84
N -0.54 2.56 -3.70
H 0.52 4.94 -6.04
H -1.13 4.59 -5.58
H -0.33 3.49 -6.56
H 1.11 2.69 -4.88
H 0.35 5.13 -3.26
H 1.86 4.83 -4.15
H 2.15 5.32 -1.34
H 3.38 4.83 -2.55
H 3.23 3.82 -1.21
H -1.40 3.10 -3.61
H -0.90 1.85 -4.34
C -7.94 0.88 -9.26
C -8.61 1.91 -8.35
C -7.73 3.05 -7.87
O -8.47 3.82 -6.95
C -7.71 4.80 -6.30
N -9.88 2.32 -9.01
H -7.93 1.19 -10.30
H -8.49 -0.05 -9.20
H -6.90 0.79 -8.93
H -9.04 1.46 -7.44
H -7.42 3.70 -8.70
H -6.82 2.69 -7.38
H -7.09 4.31 -5.55
H -8.32 5.55 -5.80
H -7.09 5.35 -7.02
H -10.55 1.61 -8.76
H -10.19 3.10 -8.42
C -2.63 1.19 -7.66
O -1.59 1.23 -8.63
H -2.85 0.15 -7.37
H -2.60 1.66 -6.68
H -3.57 1.45 -8.16
H -1.98 0.76 -9.37

- Total charge: 0
- Kohn-Sham gap (alpha / beta): 7.3 / 8.7 eV
- Spin multiplicity: 4



(4)
Formula: C27H61N11PdSSb2Si3
Source: the OMol25 dataset
Level of theory: the ωB97M-V functional and the def2-TZVPD basis

Element x y z (Å)
Pd -0.74 1.16 0.36
N -0.43 4.82 0.51
C 0.65 4.27 -0.14
N 1.65 5.01 -0.62
N 2.47 4.14 -1.18
N 2.00 2.95 -1.05
N 0.84 2.97 -0.39
C -1.65 4.25 0.23
N -2.77 4.94 0.02
N -3.69 4.03 -0.26
N -3.17 2.85 -0.21
N -1.87 2.94 0.11
H -0.44 5.83 0.46
C 5.63 1.37 -2.44
Si 5.22 1.64 -0.58
C 5.48 3.53 -0.33
C 6.80 0.97 0.30
Sb 2.88 0.48 -0.46
Si 2.56 1.23 2.02
C 2.88 3.11 2.26
C 3.90 0.39 3.14
C 0.87 1.01 2.88
Si 3.98 -1.95 -0.19
C 3.21 -3.26 1.00
C 5.85 -2.46 -0.13
C 3.56 -2.62 -1.96
H 6.60 1.77 -2.73
H 4.87 1.85 -3.05
H 5.62 0.31 -2.68
H 6.31 3.91 -0.92
H 5.68 3.76 0.71
H 4.58 4.06 -0.63
H 7.69 1.50 -0.03
H 6.95 -0.08 0.10
H 6.73 1.09 1.38
H 3.68 3.45 1.62
H 3.14 3.35 3.29
H 1.99 3.68 2.00
H 4.86 0.86 2.96
H 4.00 -0.66 2.91
H 3.68 0.49 4.20
H 0.11 1.43 2.18
H 0.80 1.56 3.82
H 0.63 -0.03 3.05
H 3.23 -2.92 2.03
H 3.71 -4.22 0.96
H 2.17 -3.40 0.74
H 6.31 -2.24 0.82
H 6.40 -1.95 -0.91
H 5.96 -3.53 -0.31
H 2.52 -2.43 -2.20
H 3.76 -3.68 -2.09
H 4.16 -2.08 -2.70
C -0.67 -0.30 -2.12
N -1.65 -1.04 -1.37
C -2.83 -3.32 -0.80
C -3.29 -2.20 0.16
N -2.07 -1.81 0.88
C -1.13 -1.81 -0.25
S 0.36 -1.05 0.46
H -1.07 -0.08 -3.11
H 0.24 -0.89 -2.24
H -0.37 0.68 -1.64
H -3.09 -3.05 -1.83
H -4.08 -2.54 0.84
H -1.73 -2.50 1.55
C -3.50 -4.66 -0.49
C -1.27 -3.30 -0.71
C -0.61 -3.57 -2.06
C -0.70 -4.30 0.30
Sb -3.15 0.05 -0.28
C -4.46 0.51 -2.06
C -3.71 1.38 -3.05
C -5.67 1.25 -1.51
C -4.85 -0.80 -2.73
C -4.11 0.49 2.12
C -4.98 1.73 2.11
C -4.90 -0.70 2.64
C -2.83 0.70 2.89
H -3.09 -5.46 -1.12
H -4.57 -4.59 -0.69
H -3.36 -4.94 0.55
H -0.86 -4.57 -2.42
H 0.47 -3.49 -1.94
H -0.95 -2.85 -2.79
H -0.64 -5.29 -0.14
H -1.29 -4.37 1.21
H 0.30 -3.98 0.58
H -3.25 2.23 -2.56
H -4.41 1.77 -3.81
H -2.94 0.81 -3.55
H -5.34 2.17 -1.03
H -6.18 0.62 -0.78
H -6.37 1.49 -2.31
H -3.95 -1.32 -3.06
H -5.49 -0.60 -3.59
H -5.39 -1.44 -2.04
H -5.86 1.59 1.48
H -4.43 2.58 1.72
H -5.32 1.97 3.12
H -5.72 -0.96 1.97
H -5.35 -0.45 3.62
H -4.26 -1.56 2.78
H -2.08 1.23 2.26
H -2.38 -0.24 3.19
H -2.98 1.32 3.78

- Total charge: -2
- Kohn-Sham gap: 5.9 eV
- Spin multiplicity: 1
- Relative energy (zero: lowest compared OMol25 entry of this formula, charge and spin): 440.7 kJ/mol